[1]
Formula: C8H24O4
Source: the Open Molecules 2025 dataset
Level of theory: ωB97M-V with the def2-TZVPD basis set

Results
Frontier orbital gap (eV): 10.008
Net charge: 0
Energy (eV): -16874.2538
Highest occupied orbital energy (eV): -9.58
Structure (SMILES): CCO.CCO.CCO.CCO

Last column: Löwdin charge in e.
Cartesian coordinates (Å):
C  0.08514  7.14035  -3.12233  -0.07
C  0.25209  6.97903  -4.61467  -0.29
O  1.33599  6.10545  -4.94322  -0.10
H  -0.06779  6.17306  -2.63951  0.06
H  -0.85351  7.68962  -2.95146  0.08
H  0.86551  7.70119  -2.61500  0.08
H  0.42866  7.95510  -5.08016  0.11
H  -0.68284  6.59916  -5.03508  0.09
H  1.89439  6.54104  -5.60236  0.05
C  0.99408  1.92124  -2.04627  -0.10
C  0.57817  3.17451  -2.75145  -0.36
O  1.49681  3.43815  -3.78535  -0.07
H  1.15817  1.12362  -2.77470  0.08
H  0.21160  1.55369  -1.37623  0.07
H  1.90331  2.04390  -1.45773  0.07
H  0.51414  4.01941  -2.05010  0.10
H  -0.44766  3.04573  -3.13809  0.11
H  1.37040  4.34310  -4.09288  0.03
C  2.10224  5.63582  -8.30597  -0.08
C  2.25429  7.13451  -8.38181  -0.31
O  2.54914  7.64414  -7.07908  -0.09
H  1.22456  5.37317  -7.71970  0.07
H  2.98017  5.19196  -7.83035  0.09
H  2.04267  5.21198  -9.30795  0.08
H  1.32674  7.57976  -8.77059  0.11
H  3.02190  7.44008  -9.10124  0.11
H  2.17340  8.52387  -6.98884  0.09
C  -4.42752  6.49415  -3.62318  -0.09
C  -3.83655  5.91031  -4.87401  -0.34
O  -4.81965  5.89802  -5.89534  -0.07
H  -5.38920  6.03040  -3.40341  0.08
H  -4.62542  7.55822  -3.76524  0.08
H  -3.74452  6.35731  -2.78520  0.07
H  -3.47413  4.88248  -4.72229  0.11
H  -2.93427  6.46231  -5.17025  0.09
H  -4.39661  5.95011  -6.75540  0.08

=====

[2]
Formula: C20H30AlBeCaF4N2O5PS2
Source: the Open Molecules 2025 dataset
Level of theory: ωB97M-V with the def2-TZVPD basis set

Results
Frontier orbital gap (eV): 2.124
Net charge: +2
Energy (eV): -101692.7397
Highest occupied orbital energy (eV): -12.29

Last column: Löwdin charge in e.
Cartesian coordinates (Å):
O  -0.60828  -0.60528  -4.69285  -0.42
P  0.67243  -0.60797  -3.94325  0.76
C  0.46384  -1.34882  -2.27789  -0.28
C  -0.03660  -2.64670  -2.12603  -0.04
C  -0.15928  -3.24284  -0.87214  -0.01
C  0.21315  -2.56860  0.28503  -0.25
C  0.70267  -1.24814  0.13449  -0.40
C  0.81714  -0.64753  -1.10578  -0.06
S  1.14406  -0.38231  1.66649  1.09
C  -0.17563  -0.95017  2.77056  -0.41
C  -0.80571  -0.10079  3.70866  -0.02
C  -1.82967  -0.61742  4.49519  -0.03
C  -2.26135  -1.96782  4.43505  -0.06
C  -1.66983  -2.82774  3.53031  -0.15
C  -0.55891  -2.28405  2.61339  -0.34
N  0.12265  -3.16822  1.59072  -0.12
H  1.58809  -1.39371  -4.72960  0.02
H  1.26376  0.68043  -3.84735  0.02
H  -0.33619  -3.23188  -3.00303  0.13
H  -0.56338  -4.26321  -0.82396  0.13
H  1.19544  0.37733  -1.19076  0.12
H  -0.52117  0.94915  3.80704  0.14
H  -2.32879  0.06173  5.19444  0.14
H  -3.06902  -2.29602  5.09467  0.14
H  -2.07733  -3.90385  3.52203  0.12
H  -0.27003  -4.12630  1.56167  0.07
F  4.36497  -0.92187  0.20307  -0.16
Al  4.69447  -2.54921  0.53728  -0.15
F  4.57967  -2.81657  2.21405  -0.18
F  6.31410  -2.96156  -0.04272  -0.19
F  3.55906  -3.54553  -0.29360  -0.21
Be  5.91463  -4.52456  -1.37822  0.92
C  4.13668  5.45982  -1.65264  -0.07
C  4.77597  4.07468  -1.61662  -0.43
C  4.30631  3.14516  -2.74758  -0.20
O  3.00089  2.60697  -2.56930  -0.23
C  1.94771  3.49685  -2.91556  -0.11
N  4.54637  3.47938  -0.29473  0.04
H  3.11766  5.45950  -1.26519  0.06
H  4.70861  6.15252  -1.03499  0.08
H  4.11875  5.85972  -2.66867  0.08
H  5.85352  4.21297  -1.74306  0.14
H  4.97537  2.28083  -2.77169  0.12
H  4.38978  3.63111  -3.72710  0.12
H  2.20663  4.13600  -3.76250  0.10
H  1.67008  4.10480  -2.05283  0.08
H  1.07527  2.89813  -3.18781  0.07
H  5.06402  2.60609  -0.23056  0.07
H  3.57266  3.18656  -0.25813  0.06
C  -6.13009  -0.43035  0.66031  -0.21
C  -6.92236  0.70975  1.30909  -0.20
C  -6.45515  0.82379  2.76551  -0.21
S  -4.76229  0.23661  2.79465  0.68
O  -4.70541  -0.97867  3.58535  -0.34
O  -3.86807  1.34234  3.04359  -0.32
C  -4.67594  -0.20693  1.06468  -0.23
H  -6.24626  -0.43944  -0.42250  0.12
H  -6.48216  -1.39051  1.04592  0.12
H  -6.71442  1.64324  0.78203  0.12
H  -7.99585  0.53644  1.25464  0.12
H  -6.48233  1.85180  3.12037  0.11
H  -7.04234  0.18743  3.42631  0.11
H  -4.05292  -1.09161  0.94003  0.10
H  -4.24215  0.63722  0.52786  0.11
O  1.78352  -3.39278  -5.94406  -0.07
H  0.97196  -2.86134  -5.88475  -0.05
Ca  0.21704  -4.28802  3.39297  1.71

=====

[3]
Formula: C3H2Cl3N
Source: the Open Molecules 2025 dataset
Level of theory: ωB97M-V with the def2-TZVPD basis set

Results
Frontier orbital gap (eV): 11.174
Net charge: 0
Energy (eV): -42199.1896
Highest occupied orbital energy (eV): -10.99
Structure (SMILES): N#CCC(Cl)(Cl)Cl

Last column: Löwdin charge in e.
Cartesian coordinates (Å):
C  1.07704  0.45031  1.20823  -0.30
C  -0.21887  0.39168  0.65746  -0.20
C  -0.29431  -0.46733  -0.97428  -1.59
N  2.15594  0.46951  1.61809  0.17
Cl  -2.07131  -0.72238  -1.30911  0.51
Cl  0.53503  -1.95220  -0.64961  0.61
Cl  0.34438  0.48988  -2.25117  0.62
H  -0.68662  1.29598  0.28686  0.09
H  -0.84128  0.04455  1.41353  0.08

=====

[4]
Formula: C3H2LiO3Sr
Source: the Open Molecules 2025 dataset
Level of theory: ωB97M-V with the def2-TZVPD basis set

Results
Frontier orbital gap (spin up / spin down) (eV): 4.705 / 6.602
Net charge: +1
Energy (eV): -10317.5861
Highest occupied orbital energy (spin up / spin down) (eV): -8.85 / -10.79

Last column: Löwdin charge in e.
Cartesian coordinates (Å):
C  -1.29721  0.23339  0.29503  0.01
C  -0.42497  -0.06926  1.35682  -0.28
O  0.60949  -0.17527  1.79648  -0.07
H  -1.94639  -0.59532  0.02643  0.13
H  -1.77866  1.20099  0.41105  0.14
O  0.59850  1.39690  -1.15747  -0.15
C  -0.04079  0.41058  -0.92846  -0.63
O  0.75785  -0.64876  -1.29947  -0.42
Li  1.32026  -2.28899  -0.78642  0.66
Sr  2.20191  0.53572  0.28600  1.60

=====

[5]
Formula: C19H35GeN3O6SSiV
Source: the Open Molecules 2025 dataset
Level of theory: ωB97M-V with the def2-TZVPD basis set

Results
Multiplicity: 2
Expectation value of S²: 0.78
Frontier orbital gap (spin up / spin down) (eV): 4.394 / 4.402
Net charge: -2
Energy (eV): -137947.8955
Highest occupied orbital energy (spin up / spin down) (eV): 0.49 / 0.48

Last column: Löwdin charge in e.
Cartesian coordinates (Å):
V  -0.23892  0.45671  0.08818  0.82
O  0.49650  4.26580  1.28405  -0.07
C  -0.28518  4.18708  0.11462  -0.23
C  -1.49650  3.28902  0.22374  -0.28
C  -2.67907  3.68863  -0.32606  -0.08
C  -3.82417  2.83631  -0.31743  -0.12
C  -3.70391  1.66419  0.41103  -0.12
C  -2.50192  1.33572  1.01699  -0.19
N  -1.32849  2.05972  0.82685  -0.03
H  0.94095  3.40427  1.34778  0.06
H  0.33019  3.84875  -0.72719  0.11
H  -0.63415  5.20005  -0.10377  0.11
H  -2.73560  4.67994  -0.76468  0.09
H  -4.74985  3.12435  -0.79784  0.07
H  -4.55822  1.01018  0.56189  0.09
H  -2.44228  0.52124  1.72456  0.07
O  3.56274  1.84442  0.20831  0.04
C  2.51624  1.27233  -0.05295  -0.55
O  1.32843  1.76895  0.05129  -0.14
C  2.50837  -0.21886  -0.51593  -0.60
O  3.53155  -0.77440  -0.90210  0.02
O  1.34126  -0.74501  -0.45322  -0.14
C  -2.51484  -2.84901  -0.76343  -0.16
Si  -1.91446  -2.42505  0.96813  0.24
C  -1.03220  -3.94451  1.65831  -0.18
C  -3.43941  -2.14208  2.04171  -0.18
O  -0.92584  -1.16788  0.96377  -0.45
H  -3.18047  -3.71840  -0.76885  0.02
H  -1.66331  -3.05697  -1.41605  0.02
H  -3.05391  -1.99900  -1.19002  0.02
H  -1.68445  -4.82361  1.66521  0.01
H  -0.69161  -3.76258  2.68143  0.02
H  -0.15305  -4.17495  1.05022  0.02
H  -4.06176  -3.04056  2.10754  0.01
H  -4.05063  -1.33198  1.63530  0.01
H  -3.13959  -1.85409  3.05271  0.03
C  3.88826  0.96035  3.59420  -0.08
N  3.19720  -0.26107  3.26170  -0.16
C  3.82742  -1.21800  2.35800  -0.12
C  2.68118  -2.18992  2.03582  -0.14
N  1.51295  -1.51852  2.59183  0.03
C  1.84454  -0.37107  3.22800  -0.86
S  0.73690  0.70985  3.86021  0.58
H  4.77724  0.73661  4.19198  0.08
H  3.21249  1.58995  4.16848  0.04
H  4.18325  1.48665  2.68125  0.08
H  4.66353  -1.71838  2.85495  0.11
H  4.20370  -0.70970  1.46677  0.11
H  2.82987  -3.15626  2.52846  0.10
H  2.57029  -2.34602  0.96452  0.10
H  0.61026  -1.53858  2.11357  0.07
C  1.72749  1.10264  -3.55211  -0.20
Ge  0.04950  0.08907  -3.38582  0.74
C  -0.94358  0.46427  -5.07007  -0.25
C  0.44654  -1.83441  -3.45501  -0.22
C  -0.99853  0.61045  -1.85943  -0.35
H  1.96612  1.26464  -4.60668  0.00
H  2.55987  0.57254  -3.08947  0.01
H  1.63286  2.07314  -3.06146  0.02
H  -0.37572  0.13521  -5.94563  -0.01
H  -1.13545  1.53573  -5.16457  0.00
H  -1.90643  -0.05213  -5.06653  0.00
H  1.07612  -2.06459  -4.31832  0.00
H  -0.47718  -2.41245  -3.53599  0.00
H  0.96958  -2.12134  -2.54248  0.00
H  -1.95736  0.07579  -1.87058  -0.01
H  -1.24535  1.67687  -1.95971  -0.01

=====

[6]
Formula: C30H29N4OPPtS2
Source: the Open Molecules 2025 dataset
Level of theory: ωB97M-V with the def2-TZVPD basis set

Results
Frontier orbital gap (eV): 7.273
Net charge: +2
Energy (eV): -73782.3244
Highest occupied orbital energy (eV): -13.94

Last column: Löwdin charge in e.
Cartesian coordinates (Å):
Pt  0.81077  0.49476  0.21003  0.74
O  0.08078  3.25993  -0.31170  -0.05
N  -0.58434  2.15119  0.22882  -0.14
C  -1.14687  2.47720  1.33131  -0.05
C  -2.03774  1.60594  2.08289  -0.20
C  -2.94927  2.26436  2.90767  0.00
C  -3.95158  1.56469  3.55513  -0.03
C  -4.05584  0.19619  3.37735  -0.02
C  -3.13083  -0.47568  2.58328  -0.06
C  -2.10568  0.21164  1.94893  -0.28
P  -0.88628  -0.77955  1.02161  0.92
C  -1.94101  -1.53799  -0.24788  -0.36
C  -2.46661  -2.82213  -0.13037  -0.06
C  -3.37245  -3.28919  -1.07734  -0.04
C  -3.76775  -2.47551  -2.12847  -0.05
C  -3.25836  -1.18593  -2.24087  -0.07
C  -2.34230  -0.72001  -1.30930  -0.13
C  -0.33606  -2.06516  2.15859  -0.36
C  0.27874  -3.20947  1.63582  -0.14
C  0.71754  -4.21026  2.48937  -0.05
C  0.56143  -4.06991  3.86244  -0.04
C  -0.01933  -2.92461  4.38629  -0.05
C  -0.45938  -1.91532  3.54134  -0.07
H  -0.21857  3.29370  -1.22845  0.12
H  -1.04179  3.51066  1.66464  0.16
H  -2.88568  3.34153  3.01594  0.13
H  -4.65392  2.08981  4.18892  0.13
H  -4.85171  -0.35587  3.86161  0.13
H  -3.21466  -1.54784  2.45811  0.12
H  -2.17591  -3.45968  0.69569  0.11
H  -3.78088  -4.28752  -0.97865  0.12
H  -4.48633  -2.83911  -2.85366  0.12
H  -3.59096  -0.53904  -3.04399  0.12
H  -1.95855  0.29090  -1.37550  0.09
H  0.39987  -3.31769  0.56787  0.05
H  1.18420  -5.09778  2.08029  0.12
H  0.90320  -4.85471  4.52791  0.12
H  -0.12899  -2.81068  5.45790  0.12
H  -0.90104  -1.02149  3.96138  0.11
S  1.71447  -1.55217  -0.84343  0.68
C  1.56347  -1.33598  -2.57551  -0.72
N  0.38763  -1.35696  -3.16828  0.06
C  0.21942  -1.21988  -4.62370  -0.12
C  1.33854  -0.34227  -5.15797  -0.15
C  2.66425  -0.96815  -4.76941  -0.13
N  2.66322  -1.21486  -3.31033  0.03
H  -0.42624  -1.40162  -2.57247  0.10
H  -0.75966  -0.78824  -4.81718  0.13
H  0.25309  -2.20565  -5.09001  0.14
H  1.25687  0.65272  -4.71247  0.13
H  1.26978  -0.24062  -6.23895  0.13
H  3.49350  -0.30374  -4.99719  0.13
H  2.82348  -1.90622  -5.30140  0.13
H  3.54177  -1.39909  -2.85146  0.14
S  4.28055  2.84361  -1.63628  1.14
C  3.22062  1.56432  -1.27451  -0.46
N  2.53034  1.68650  -0.17674  -0.15
C  2.84656  2.88159  0.48373  -0.32
C  2.33999  3.30604  1.71019  -0.03
C  2.76728  4.51246  2.21491  -0.05
C  3.68532  5.30873  1.51296  -0.05
C  4.20271  4.89521  0.30586  -0.06
C  3.77896  3.66212  -0.19187  -0.44
H  3.14886  0.70065  -1.91574  0.03
H  1.64514  2.67673  2.25482  0.10
H  2.39455  4.85014  3.17341  0.12
H  4.00662  6.25159  1.93567  0.12
H  4.91306  5.50267  -0.24164  0.12

=====

[7]
Formula: C4H11N3O2
Source: the Open Molecules 2025 dataset
Level of theory: ωB97M-V with the def2-TZVPD basis set

Results
Frontier orbital gap (eV): 9.146
Net charge: 0
Energy (eV): -12891.6328
Highest occupied orbital energy (eV): -8.74
Structure (SMILES): [H]/N=C(\N)NC.CC(=O)O

Last column: Löwdin charge in e.
Cartesian coordinates (Å):
C  1.68877  -2.01840  2.77345  -0.12
C  0.51030  -1.85806  0.65827  -0.59
N  0.46534  -3.10185  0.47323  0.12
N  1.27446  -1.22858  1.62612  -0.05
N  0.07647  -0.91741  -0.27875  0.11
H  -1.69517  3.91124  -1.01899  0.11
H  0.08319  -3.49020  -0.37193  0.04
H  2.01133  -0.69269  1.18945  0.12
H  -0.37685  -0.10283  0.10074  0.06
H  -0.47154  -1.31979  -1.03027  0.09
H  2.62269  -2.57930  2.71373  0.07
H  0.97317  -2.82136  2.94117  0.07
H  1.72145  -1.33315  3.61358  0.07
C  0.23500  2.45364  -0.72030  -0.01
C  -1.05796  2.11392  -1.40735  -0.57
O  -2.03223  3.04238  -1.26014  0.10
O  -1.32335  1.05427  -1.88642  0.11
H  1.00746  1.74902  -1.02704  0.08
H  0.12802  2.36212  0.35968  0.09
H  0.72568  3.40300  -0.94039  0.08